Version a
CH14N2O4 | ωB97M-V with the def2-TZVPD basis set

Results
- E_HOMO: -0.3491 Eh
- Net charge: 0
- 2S+1: 1
- SMILES string: NCN.O.O.O.O
- LUMO energy: 0.027 Ha

Positions of all 21 atoms, in Å:
N: 1.4011 -1.2282 -2.4072
C: 1.4880 -0.7208 -1.0327
N: 0.3171 -1.0838 -0.2511
H: 2.3247 -1.2634 -2.8349
H: 0.9046 -0.5536 -2.9523
H: 2.3766 -1.1585 -0.5532
H: 1.7374 0.3531 -0.9921
H: -0.4966 -0.6137 -0.5485
H: 0.1446 -2.0382 -0.4620
H: -1.3794 1.5251 3.9493
H: -0.6563 0.8117 2.7839
O: -1.5420 0.9929 3.1656
H: 1.6311 -0.1155 2.9635
H: 1.0938 -0.4472 1.5354
O: 0.8522 -0.1567 2.4260
H: -1.7341 1.4439 1.2098
H: -3.0145 0.7756 1.0493
O: -2.2778 1.0906 0.5226
H: -1.2455 0.9394 -1.7577
H: -1.2034 0.4451 -3.2458
O: -0.7217 1.0024 -2.5679

Atomic partial charges in e from the Löwdin method, atoms 1 to 4: N -0.0014; C -0.3699; N 0.0177; H 0.0638



Version b
CH14N2O4 | ωB97M-V with the def2-TZVPD basis set

Results
- E_HOMO: -0.3258 Eh
- Net charge: 0
- 2S+1: 1
- SMILES string: NCN.O.O.O.O
- LUMO energy: 0.014 Ha

Positions of all 21 atoms, in Å:
N: 0.8822 -3.5210 0.8468
C: 1.5992 -2.3962 0.2023
N: 1.3359 -2.0396 -1.1585
H: -0.0518 -3.3500 1.2724
H: 0.6751 -4.2027 0.1302
H: 2.7210 -2.6562 0.4121
H: 1.3243 -1.7044 0.9738
H: 2.2364 -1.7756 -1.5622
H: 0.8822 -2.7405 -1.7326
H: 2.1269 1.9731 0.9321
H: 0.6298 1.9479 1.3796
O: 1.5265 2.1373 1.6657
H: -1.2463 2.0415 2.8669
H: -1.0520 3.0380 1.8554
O: -1.3541 2.1334 1.8945
H: -1.1173 2.2049 -2.0143
H: -0.2399 2.5297 -3.1297
O: -0.4018 2.7818 -2.2306
H: -3.4321 -0.3183 -0.3378
H: -2.5110 0.6291 -0.9004
O: -3.0290 -0.0919 -1.2269

Atomic partial charges in e from the Löwdin method, atoms 1 to 4: N -0.0333; C -0.4030; N -0.0072; H 0.0728



The structure with the most favorable energy is version a; the runner-up is 31.5 kcal/mol above it.



Version a
C5H18N3O2 | ωB97M-V with the def2-TZVPD basis set

Results
- E_HOMO: -0.4431 Eh
- Net charge: +1
- 2S+1: 1
- LUMO energy: -0.099 Ha

Positions of all 28 atoms, in Å:
C: -2.1417 0.7925 -2.7969
C: -1.3661 0.6208 -1.5008
C: 0.1416 0.4250 -1.8110
C: 0.9136 0.2605 -0.5306
C: 1.2218 -1.0194 -0.1074
N: 1.8385 -1.3740 1.1467
N: 1.2737 1.3956 0.1225
N: -1.8789 -0.5501 -0.7087
H: -1.8758 1.7292 -3.3495
H: -2.0234 -0.0516 -3.5034
H: -3.2370 0.8833 -2.6064
H: -1.4417 1.5391 -0.8031
H: 0.5102 1.2782 -2.3822
H: 0.2880 -0.4606 -2.4824
H: 0.9619 -1.8139 -0.7392
H: 2.1013 -0.5687 1.7184
H: 2.6481 -1.9278 0.9943
H: 1.1491 -1.9145 1.7133
H: 1.5656 1.4271 1.0706
H: 0.9365 2.2694 -0.2315
H: -2.8494 -0.4787 -0.5490
H: -1.6710 -1.4055 -1.1634
H: 1.1292 0.9893 3.7825
H: 0.3077 0.2349 2.7098
O: 1.1576 0.6457 2.8450
H: -1.0768 -0.7622 1.0960
H: -1.5481 -1.1898 2.4472
O: -0.7980 -0.9650 2.0093

Atomic partial charges in e from the Löwdin method, atoms 1 to 4: C -0.0782; C -0.4079; C -0.1144; C -0.3188



Version b
C5H18N3O2 | ωB97M-V with the def2-TZVPD basis set

Results
- E_HOMO: -0.4643 Eh
- Net charge: +1
- 2S+1: 1
- LUMO energy: -0.096 Ha

Positions of all 28 atoms, in Å:
C: -1.7673 0.5268 2.0695
C: -1.0628 0.3777 0.7282
C: -1.4179 -0.9559 0.0356
C: -1.3178 -0.8263 -1.5110
N: 1.9073 -0.2813 -3.1003
C: 0.7011 -0.8613 -2.7563
N: -0.0100 -0.3157 -1.8524
N: 0.4236 0.3394 0.8740
H: -1.5814 1.4619 2.5909
H: -1.4866 -0.3375 2.6863
H: -2.8271 0.3731 1.8618
H: -1.3188 1.1556 0.0122
H: -2.4299 -1.2544 0.3196
H: -0.8176 -1.7880 0.4111
H: -2.0299 -0.0823 -1.8811
H: -1.6015 -1.7909 -1.9494
H: 2.6986 -0.9046 -3.1592
H: 2.1765 0.4890 -2.5061
H: 0.4368 -1.6586 -3.4449
H: 0.8106 0.3774 -0.0855
H: 0.7693 1.1773 1.3340
H: 0.7938 -0.5380 1.2705
H: 1.0233 3.9329 -0.0871
H: 0.3492 3.7665 1.2458
O: 0.8133 3.2565 0.5604
H: 2.3528 -1.7024 2.8697
H: 2.2001 -2.4104 1.5372
O: 2.2122 -1.5263 1.9264

Atomic partial charges in e from the Löwdin method, atoms 1 to 4: C -0.0284; C -0.3546; C -0.1387; C -0.2161



The structure with the most favorable energy is version b; the runner-up is 7.9 kcal/mol above it.



Version a
C11H17NO2 | ωB97M-V with the def2-TZVPD basis set

Results
- E_HOMO: -0.2923 Eh
- Net charge: 0
- 2S+1: 1
- SMILES string: Cc1ccc(CNC[C@@H]2CCCO2)o1
- LUMO energy: 0.037 Ha

Positions of all 31 atoms, in Å:
C: -2.1930 -4.7837 -1.7497
C: -2.1748 -3.5633 -0.8998
C: -3.1705 -2.8750 -0.2768
C: -2.5498 -1.7923 0.3976
C: -1.2183 -1.8960 0.1367
O: -0.9828 -2.9690 -0.6535
C: -0.0557 -1.0599 0.5603
N: -0.4923 0.3011 0.8110
H: -0.8514 0.7087 -0.0482
C: 0.5196 1.1810 1.3517
C: 1.6149 1.5963 0.3471
C: 2.6021 2.6157 0.9484
H: 3.5848 2.1795 1.1128
C: 2.6277 3.7444 -0.0842
H: 2.7808 4.7251 0.3596
C: 1.2498 3.5986 -0.7279
H: 1.1917 3.9924 -1.7434
O: 1.0226 2.2089 -0.7950
H: 0.4814 4.0863 -0.1092
H: 3.4035 3.5634 -0.8286
H: 2.2211 2.9805 1.9034
H: 2.1328 0.7004 -0.0156
H: 0.0060 2.0841 1.6967
H: 0.9856 0.6945 2.2131
H: 0.3589 -1.4501 1.4996
H: 0.7270 -1.1496 -0.2119
H: -3.0209 -1.0388 0.9929
H: -4.2160 -3.1069 -0.2932
H: -1.7888 -4.5668 -2.7380
H: -1.5832 -5.5684 -1.3031
H: -3.2131 -5.1409 -1.8529

Atomic partial charges in e from the Löwdin method, atoms 1 to 4: C -0.0158; C -0.3334; C -0.0309; C -0.0224



Version b
C11H17NO2 | ωB97M-V with the def2-TZVPD basis set

Results
- E_HOMO: -0.3071 Eh
- Net charge: 0
- 2S+1: 1
- SMILES string: COc1cc(CCN)cc(OC)c1C
- LUMO energy: 0.028 Ha

Positions of all 31 atoms, in Å:
C: -2.4591 -2.6312 0.7412
C: -0.9769 -1.0799 -0.2243
C: 0.3270 -1.2921 0.1720
C: 1.0922 -0.2106 0.4501
C: 2.4864 -0.4541 0.9525
C: 3.5781 -0.1795 -0.0546
C: 0.7743 1.0844 0.2324
C: -0.5832 1.2173 -0.0029
C: -0.3246 3.6197 0.3234
C: -1.4627 0.1233 -0.2751
C: -2.8939 0.5345 -0.5669
H: -3.0246 -1.8592 1.3540
H: -3.3059 -3.2844 0.5455
H: -1.6734 -3.1226 1.3727
H: 0.6841 -2.3362 0.2962
H: 2.5797 0.2110 1.9166
H: 2.7106 -1.5210 1.2881
H: 3.2892 0.7978 -0.5304
H: 4.6019 -0.2199 0.4257
H: 2.3744 -1.1727 -1.3751
H: 3.5991 -2.0880 -0.8228
H: 1.4719 1.9052 0.2741
H: -0.9007 4.4639 0.1120
H: -0.0876 3.3464 1.3404
H: 0.5010 3.6301 -0.3796
H: -2.9084 1.6307 -1.0937
H: -3.5313 -0.1469 -1.3394
H: -3.5241 0.6456 0.3846
N: 3.4093 -1.1115 -1.2405
O: -1.9068 -2.1209 -0.4759
O: -1.1015 2.4346 -0.2205

Atomic partial charges in e from the Löwdin method, atoms 1 to 4: C -0.0908; C -0.2684; C 0.0104; C -0.2931



The structure with the most favorable energy is version a; the runner-up is 51.3 kcal/mol above it.